No. 1
{"formula": "C5H8N2S", "method": "ωB97M-V/def2-TZVPD", "elements": ["H", "H", "H", "H", "C", "C", "C", "H", "C", "H", "N", "C", "H", "H", "S", "N"], "coordinates": [[1.7587, 0.2378, -1.7517], [-1.1376, -2.2347, -0.2893], [-0.5927, -0.2092, 1.8579], [2.1097, -0.8061, -0.1861], [0.7469, 0.5970, 0.2984], [-0.2366, -1.7578, -0.1828], [1.4151, -0.2828, -0.8680], [1.5307, 1.2671, 0.7579], [-1.4733, 1.8896, 0.8026], [-0.6876, -0.6280, -1.8695], [-0.7351, 0.9064, -0.0754], [-0.3403, -0.4221, 0.7398], [-1.2659, 1.7386, 1.9397], [0.6588, -2.2927, 0.4020], [-2.0446, 3.1115, -0.1626], [0.2938, -1.1146, -1.4128]], "forces_ev_per_angstrom": [[0.941, 0.348, 0.379], [-1.885, -1.471, -0.216], [0.095, -1.412, -2.001], [0.132, -0.545, -1.401], [-1.313, -1.732, -1.811], [4.350, 3.804, 2.360], [-3.292, 1.770, -0.120], [-1.712, -0.638, 0.286], [2.615, -0.149, -2.384], [4.367, -0.766, 1.706], [0.758, -1.116, 2.822], [0.575, 3.255, 1.353], [-1.076, 0.620, -1.880], [-2.241, 0.293, -1.578], [-0.031, -1.066, 2.312], [-2.282, -1.195, 0.173]], "energy_ev": -19124.85399, "lumo_energy_ha": -0.015, "spin_multiplicity": 1, "de_lowest_kcal_mol": 128.39, "gap_ha": 0.3045, "e_homo_ev": -8.683, "molar_mass_g_mol": 128.20}

***

No. 2
{"formula": "C4H5O4", "method": "ωB97M-V/def2-TZVPD", "elements": ["C", "C", "O", "O", "H", "O", "O", "H", "C", "C", "H", "H", "H"], "coordinates": [[1.7754, 0.9193, 1.7657], [-0.2904, 1.7643, -0.3381], [2.6789, 1.3973, 0.6364], [-1.7965, -0.0071, 0.6212], [-0.5727, 2.5316, 0.2411], [1.2216, -0.1340, 1.5526], [1.7157, 1.7086, 2.6640], [-1.2986, -1.2104, -0.9792], [-0.8132, -0.8950, -0.0150], [-0.6961, 0.5665, 0.0280], [0.5432, 1.8624, -1.0305], [-0.1901, -1.3672, 0.6076], [2.5521, 0.7883, -0.0948]], "forces_ev_per_angstrom": [[1.361, 1.220, -1.801], [1.215, -2.763, -1.709], [-0.394, -0.180, 0.914], [0.887, 0.627, 0.989], [-1.276, 3.060, 1.532], [-0.326, -2.399, -0.329], [0.175, 1.487, 1.617], [1.054, -0.654, 1.109], [-3.175, 3.536, -4.188], [-1.307, -1.335, -0.776], [-0.078, -0.020, 0.494], [1.998, -2.280, 2.001], [-0.133, -0.298, 0.146]], "energy_ev": -12417.89858, "lumo_energy_ha": 0.143, "spin_multiplicity": 1, "de_lowest_kcal_mol": 78.48, "gap_ha": 0.3126, "e_homo_ev": -4.615, "molar_mass_g_mol": 117.08, "total_charge": -1}

***

No. 3
{"formula": "C13H28AsF6N3O2PtSSb", "method": "ωB97M-V/def2-TZVPD", "elements": ["C", "C", "H", "H", "F", "C", "H", "C", "H", "F", "O", "H", "H", "F", "H", "Sb", "N", "F", "H", "N", "Pt", "As", "H", "H", "N", "C", "O", "H", "C", "H", "H", "H", "H", "H", "H", "C", "H", "H", "H", "C", "H", "H", "H", "H", "C", "C", "S", "C", "H", "H", "C", "H", "F", "F", "C", "H"], "coordinates": [[2.8594, 3.4439, 1.1508], [2.6937, -1.7453, -3.2260], [0.3463, 2.0826, 3.6135], [3.0407, 2.3737, 1.3017], [-1.2380, -4.6165, -0.5688], [4.0750, -0.5512, -0.5730], [3.5606, 3.9697, 1.7961], [-2.9995, -1.8888, 0.6508], [3.9548, 1.3896, -3.2527], [-0.1416, -2.5678, -1.8090], [1.1683, -0.0734, -1.1175], [-2.4294, 1.0736, 2.7198], [-2.3475, 3.4211, 1.9853], [1.1361, -5.0511, 0.8952], [5.0325, -0.6405, -1.0980], [0.5436, -4.1263, -0.5590], [-5.0388, -2.7041, -2.6848], [1.1291, -5.0307, -2.0334], [1.2564, 3.8334, 2.5668], [-4.9353, -2.7819, -0.4159], [-0.3889, -0.9550, -0.5624], [2.7869, -0.3214, -1.9580], [-4.7216, -2.4954, -3.6296], [4.0892, 0.3369, 0.0559], [-2.4013, -1.5823, -0.5063], [-1.8039, 1.7539, 3.3029], [-0.7867, 0.5468, 0.6142], [3.2937, -1.4216, -4.0801], [-3.0443, -1.8431, -1.6507], [-0.6477, 3.3681, 0.8996], [-2.4813, -1.6552, 1.5722], [-1.4132, 3.8950, 3.4220], [2.2123, 1.4732, -3.6039], [3.1030, 3.7107, 0.1217], [0.5853, 2.8331, -0.2785], [-4.2889, -2.5055, 0.6734], [-2.0015, 1.5115, 4.3506], [-5.9618, -3.1385, -2.5822], [-4.7419, -2.7586, 1.6276], [2.9528, 1.3715, -2.8123], [1.2163, 4.8522, 1.1661], [-3.0989, 3.4510, 3.5603], [-2.5703, -1.5885, -2.5911], [2.8700, 2.1689, -2.0774], [-0.3364, 1.3729, 3.1305], [1.4258, 3.8290, 1.4886], [0.3707, 1.2953, 1.4602], [-2.1731, 3.2106, 3.0407], [3.8840, -1.4558, -0.0034], [1.6670, -1.8956, -3.5536], [0.3614, 2.9822, 0.7803], [3.1064, -2.6553, -2.7967], [1.9871, -2.9294, -0.5049], [-0.2693, -2.5102, 0.6495], [-4.3475, -2.4444, -1.5939], [-0.0999, 0.3829, 3.5269]], "forces_ev_per_angstrom": [[-0.012, -0.045, 0.041], [0.015, 0.026, -0.001], [-0.018, -0.025, 0.053], [0.025, 0.008, -0.004], [-0.036, 0.150, 0.050], [-0.027, 0.049, -0.034], [-0.011, 0.043, -0.026], [0.044, 0.132, 0.039], [-0.010, 0.012, -0.003], [0.030, 0.024, 0.068], [-0.026, 0.145, 0.270], [-0.029, 0.012, 0.010], [-0.004, 0.011, 0.006], [-0.247, 0.044, 0.099], [0.004, -0.009, 0.024], [0.513, -0.398, -0.312], [-0.004, -0.004, 0.046], [-0.092, 0.043, -0.032], [-0.014, -0.008, 0.001], [0.064, 0.050, 0.019], [0.144, -0.268, -0.349], [-0.115, 0.023, -0.129], [0.007, -0.003, -0.002], [-0.005, -0.004, 0.013], [-0.069, -0.081, -0.003], [0.037, -0.058, 0.021], [-0.105, -0.125, -0.120], [0.019, -0.037, 0.003], [0.000, 0.078, 0.082], [-0.003, -0.008, -0.010], [0.026, -0.037, -0.010], [-0.008, 0.000, 0.001], [-0.020, -0.006, 0.020], [0.006, -0.042, -0.029], [0.023, 0.036, 0.004], [-0.052, -0.013, -0.001], [-0.003, 0.014, -0.003], [-0.001, 0.000, -0.011], [-0.020, -0.008, -0.011], [0.051, -0.027, -0.026], [0.050, 0.010, 0.028], [-0.009, -0.006, -0.019], [0.018, -0.045, -0.007], [-0.007, 0.009, 0.016], [0.114, 0.034, -0.168], [-0.093, 0.038, -0.040], [0.081, 0.057, 0.074], [-0.001, 0.008, 0.013], [-0.025, -0.028, 0.003], [0.004, 0.028, -0.008], [-0.015, -0.119, 0.062], [-0.002, 0.012, -0.005], [-0.068, 0.091, 0.041], [-0.051, 0.214, 0.271], [-0.051, -0.008, -0.058], [-0.024, 0.011, 0.043]], "energy_ev": -120218.34589, "lumo_energy_ha": [-0.609, -0.609], "spin_multiplicity": 2, "de_lowest_kcal_mol": 15.76, "gap_ha": [0.1926, 0.1923], "e_homo_ev": [-21.798, -21.798], "molar_mass_g_mol": 796.20, "total_charge": 4}